DFT (ωB97M-V with the def2-TZVPD basis set) results for C27H8Cl69F3N2O2P2S as an isolated structure in a non-equilibrium geometry.

Geometry as XYZ:
```
114
Properties=species:S:1:pos:R:3:forces:R:3:mulliken_charge:R:1
O 1.805329 -1.578172 4.054629 -0.634 1.427 -1.217 -0.499
P 2.037318 -1.094017 2.451713 0.224 -1.980 -0.784 0.473
Cl 3.533270 0.371323 2.296274 -0.841 0.274 0.748 -0.174
C 0.467898 -0.210913 1.864139 -0.944 1.491 0.456 -0.020
C 0.183821 1.211584 2.186212 0.070 -0.021 0.204 -0.172
N -0.921091 1.910764 1.842165 1.220 -3.350 -0.385 -0.650
C -1.765030 1.082289 1.128037 -2.424 0.251 -1.399 0.295
C -3.082863 1.666684 0.689433 -0.453 -1.809 -0.813 -0.656
C -4.048793 0.904913 -0.044152 1.221 -0.350 0.053 0.765
C -5.460241 1.455328 -0.482892 2.007 0.075 0.035 -1.083
O -6.340709 0.307640 -0.510383 1.942 1.263 2.959 -0.155
C -6.982093 0.117985 0.670380 -0.679 -2.027 0.561 0.668
F -7.754340 1.161851 1.086931 1.022 -0.593 -0.305 -0.298
F -6.157917 -0.243459 1.693031 -0.832 1.162 -1.065 0.045
F -7.843975 -0.939294 0.469251 1.536 0.527 1.589 -0.135
C -3.772755 -0.522457 -0.449331 2.771 1.055 1.874 -0.703
C -2.517776 -1.085120 -0.033945 -2.148 0.836 0.209 0.493
P -2.218985 -2.879488 -0.503458 2.040 1.211 -0.818 0.296
S -0.530273 -2.944289 -1.509925 -0.472 -0.320 -0.016 -0.374
C -1.506786 -0.306458 0.756810 -0.933 -0.153 -0.508 0.126
N -0.367457 -0.970969 1.129809 0.306 1.970 1.358 -0.273
H 0.903107 -1.364705 4.354936 0.450 0.074 0.170 0.315
H 0.946628 1.754271 2.801824 -0.736 -0.516 -0.709 0.357
H -3.304903 2.723749 0.960821 0.276 -0.980 -0.151 0.387
H -5.433695 1.860199 -1.528999 -0.070 -0.512 0.918 0.371
H -5.784871 2.276657 0.199093 -0.031 -0.803 -0.458 0.380
H -4.490446 -1.157087 -1.006315 0.443 0.768 0.473 0.292
H -2.108080 -3.715854 0.639330 -0.742 0.404 -0.126 0.074
H -3.326864 -3.283463 -1.313662 0.024 0.263 0.885 0.098
C 6.096998 -1.473149 -0.067797 -0.153 -0.099 0.032 0.066
Cl 6.023146 -2.264168 1.514674 0.037 0.191 -0.192 0.009
Cl 7.008686 -2.494594 -1.196677 -0.648 -0.150 0.085 -0.133
Cl 4.457242 -1.231095 -0.685169 0.179 -0.219 0.056 0.056
Cl 6.903541 0.103398 0.095442 -0.335 -0.141 0.005 0.091
C -6.544092 -3.725700 2.630750 -0.123 -0.129 -0.056 -0.145
Cl -7.097257 -4.820577 1.350827 0.042 0.141 0.112 -0.110
Cl -5.204558 -2.739331 2.018049 0.104 -0.565 0.027 0.134
Cl -7.882917 -2.677376 3.136967 0.055 -0.244 -0.147 -0.016
Cl -5.984796 -4.675679 4.021887 -0.145 0.337 -0.416 0.024
C 6.043571 -5.883362 3.477125 0.010 -0.003 -0.063 0.324
Cl 6.522196 -5.650414 1.786422 -0.048 -0.126 0.226 -0.069
Cl 7.480808 -5.817181 4.512145 -0.137 0.002 -0.096 -0.097
Cl 4.911192 -4.604290 3.956915 0.112 -0.126 -0.060 -0.078
Cl 5.258844 -7.462305 3.655933 0.068 0.156 -0.004 -0.102
C 9.016422 3.578211 0.693825 0.017 0.037 -0.099 0.137
Cl 9.988145 3.816265 2.170443 0.270 -0.579 -0.435 -0.110
Cl 7.313564 3.333681 1.123795 0.173 -0.194 -0.184 0.014
Cl 9.167349 4.999677 -0.350686 -0.112 -0.112 0.246 0.020
Cl 9.610977 2.148505 -0.170036 -0.009 0.279 0.177 -0.059
C -3.329992 -4.603154 7.300183 0.045 0.043 0.070 0.300
Cl -4.520148 -5.620552 6.468203 0.264 -0.106 0.405 -0.088
Cl -2.111753 -5.630934 8.072812 -0.142 0.109 -0.100 -0.099
Cl -2.543979 -3.535423 6.123360 -0.086 -0.092 0.070 -0.033
Cl -4.147158 -3.625582 8.530942 0.072 -0.085 -0.159 -0.084
C 6.901691 7.020901 3.138899 0.044 0.004 0.018 0.276
Cl 7.067702 7.747126 4.747716 -0.034 -0.059 -0.147 -0.104
Cl 7.044762 8.283608 1.902823 -0.020 -0.121 0.104 -0.105
Cl 8.176270 5.812702 2.898969 -0.515 0.942 0.477 0.002
Cl 5.315053 6.239643 3.004147 0.134 0.061 0.002 -0.100
C 10.946465 5.752461 -4.009263 0.012 0.054 -0.072 0.261
Cl 9.244258 6.241773 -3.951535 0.153 -0.071 0.039 -0.101
Cl 11.962606 7.082491 -3.427269 -0.141 -0.124 -0.032 -0.060
Cl 11.180978 4.327366 -2.971223 -0.876 0.169 -0.038 -0.060
Cl 11.387060 5.359037 -5.680192 -0.183 0.083 0.135 -0.063
C -5.237112 0.208088 5.362048 -0.212 -0.127 0.212 0.186
Cl -5.449884 0.723645 7.046599 -0.613 -0.596 -0.381 -0.070
Cl -5.619589 -1.517203 5.224221 0.191 0.365 0.225 0.035
Cl -6.319886 1.146528 4.322257 0.106 -0.016 0.217 -0.096
Cl -3.555614 0.476248 4.858505 -0.107 -0.080 -0.141 -0.090
C 3.192027 1.007817 -4.008784 -0.185 0.000 0.166 0.206
Cl 3.955586 0.043848 -5.291426 0.911 0.726 0.534 -0.125
Cl 1.875522 0.071527 -3.280400 0.119 0.190 0.267 0.047
Cl 4.366834 1.410080 -2.749648 0.030 0.078 -0.309 -0.013
Cl 2.539950 2.502072 -4.703523 0.054 -0.146 -0.003 -0.100
C -12.014607 0.392701 1.145699 -0.046 0.089 -0.040 0.267
Cl -13.430257 -0.469147 0.516707 0.151 0.075 0.063 -0.099
Cl -10.929831 -0.756387 1.945500 -0.065 0.063 -0.083 -0.040
Cl -11.158762 1.177189 -0.191624 -0.295 -0.060 0.277 -0.040
Cl -12.539535 1.618806 2.313151 0.039 -0.114 -0.085 -0.102
C -2.684504 3.082792 8.865642 0.064 0.074 -0.077 0.285
Cl -2.266585 1.732158 9.934658 -0.051 0.114 -0.109 -0.100
Cl -1.308171 4.194885 8.752899 -0.129 -0.098 0.043 -0.107
Cl -3.077895 2.458360 7.255313 0.782 0.631 0.420 0.011
Cl -4.087694 3.944200 9.523258 0.116 -0.090 -0.061 -0.103
C -8.664791 -0.528002 -3.006027 -0.362 0.381 0.301 0.311
Cl -8.372756 0.342411 -1.488114 -3.297 0.475 -4.226 -0.040
Cl -8.521440 0.599212 -4.364211 0.013 -0.086 0.088 -0.099
Cl -7.469143 -1.825088 -3.185411 -0.033 0.069 0.011 -0.089
Cl -10.293832 -1.227837 -2.984570 0.139 0.102 0.151 -0.106
C 0.333316 -2.278840 -6.408858 -0.058 0.053 0.046 0.206
Cl -0.930781 -1.346138 -7.231505 0.345 -0.095 0.210 -0.073
Cl 0.788600 -3.673297 -7.406312 -0.035 0.150 0.056 -0.121
Cl 1.744778 -1.239027 -6.140068 -0.913 -0.901 -0.661 -0.013
Cl -0.276702 -2.843775 -4.843483 0.086 0.130 -0.186 -0.053
C -10.750110 -1.623853 -7.055325 -0.058 -0.082 0.050 0.307
Cl -10.433718 -2.878970 -5.844414 0.002 0.031 -0.355 -0.077
Cl -9.236002 -0.799081 -7.459285 -0.318 0.036 -0.095 -0.064
Cl -11.427604 -2.364178 -8.515633 0.074 0.077 0.143 -0.101
Cl -11.903391 -0.449868 -6.398020 0.120 -0.094 -0.059 -0.075
C 15.495599 4.377071 -4.192767 0.005 -0.074 -0.040 0.287
Cl 16.448580 4.618498 -2.717514 -0.086 -0.016 -0.139 -0.108
Cl 13.788419 4.155810 -3.764885 1.272 -0.107 -0.123 0.048
Cl 15.660062 5.797123 -5.241529 -0.035 -0.121 0.096 -0.107
Cl 16.084566 2.939266 -5.047885 -0.033 0.133 0.071 -0.106
C 11.218379 -1.721333 -0.961845 0.001 0.086 -0.016 0.274
Cl 11.172969 -3.192197 -1.950636 -0.003 0.127 0.088 -0.115
Cl 12.372693 -0.572103 -1.664091 -0.079 -0.094 0.054 -0.087
Cl 9.605905 -0.989165 -0.919650 0.928 -0.044 -0.007 0.022
Cl 11.722670 -2.132425 0.686347 -0.058 0.042 -0.163 -0.107
C -4.845755 -2.885463 -7.691791 0.025 0.098 0.007 0.246
Cl -5.071602 -4.409837 -8.566531 0.023 0.191 0.097 -0.102
Cl -3.678597 -1.868536 -8.551564 -0.440 -0.191 -0.155 -0.101
Cl -6.392505 -2.026629 -7.579637 0.238 -0.271 0.032 0.021
Cl -4.238110 -3.223472 -6.061054 -0.023 0.023 -0.135 -0.073
```
Positions in Å, forces in eV/Å.

Calculated values
E_tot (eV): -936807.917
HOMO (hartree): -0.31775
Orbital gap (eV): 7.13
Molecular weight (g/mol): 2989.6